ORCA calculation (ωB97M-V with the def2-TZVPD basis set) on 2 unconnected molecules or ions with the total composition C3H4N5.

XYZ file:
```
12
Properties=species:S:1:pos:R:3:lowdin_charge:R:1
C 1.5738 -0.2294 0.0160 -0.3210
C -1.0048 -0.5382 -0.0070 -0.3099
C -1.8345 0.6615 -0.1036 -0.1236
N 3.1813 1.0150 0.1623 -0.1870
N 1.8552 1.0389 0.3455 -0.1024
N 2.4956 -0.9947 -0.4865 -0.0741
N 3.5356 -0.1127 -0.4116 -0.1791
N -1.2718 -1.6880 0.3322 0.0335
H -1.9039 1.2140 0.8257 0.0690
H -2.8648 0.2158 -0.4043 0.0960
H -1.4762 1.2926 -0.8685 0.0416
H -2.2855 -1.8747 0.5999 0.0568
```

Properties
* HOMO-LUMO gap (alpha / beta): 7.572 / 8.081 eV
* total charge: -1
* LUMO energy (alpha / beta): 3.26 / 3.73 eV
* multiplicity: 1

=====

ORCA calculation (ωB97M-V with the def2-TZVPD basis set) on a molecular structure, C22H28FN2OSScSi2.

XYZ file:
```
58
Properties=species:S:1:pos:R:3:lowdin_charge:R:1
Sc 0.1637 0.2947 -0.5977 0.7715
O 1.6675 -0.8602 0.1467 -0.2749
N 1.9776 -2.0002 -0.4827 -0.1732
C 2.4863 -2.9957 0.2798 -0.0007
C 2.8569 -4.1793 -0.2836 -0.0414
C 2.7012 -4.3370 -1.6684 -0.0526
C 2.1849 -3.3148 -2.4148 -0.0750
C 1.8020 -2.0928 -1.8235 -0.6594
S 1.1355 -0.7877 -2.7060 0.6868
H 2.5492 -2.7540 1.3288 0.1456
H 3.2533 -4.9645 0.3415 0.1118
H 2.9798 -5.2669 -2.1446 0.1135
H 2.0407 -3.4063 -3.4812 0.1108
C 1.6049 3.9984 1.8373 -0.1682
Si 1.8464 3.1409 0.1822 0.3808
C 3.1557 1.8407 0.4645 -0.1789
C 2.5420 4.3412 -1.0799 -0.1620
N 0.3917 2.3937 -0.4046 -0.1729
C -0.6797 3.1559 -0.8520 -0.3093
C -0.8851 4.5311 -0.6472 -0.0361
C -1.9887 5.1915 -1.1645 -0.0849
C -2.9489 4.5228 -1.9142 -0.0934
C -2.7869 3.1639 -2.1452 -0.0147
C -1.6783 2.5593 -1.6176 -0.1952
F -1.5020 1.1893 -1.8393 -0.0762
H 2.5755 4.2955 2.2423 0.0312
H 1.1566 3.2991 2.5479 0.0322
H 0.9740 4.8860 1.8063 0.0181
H 4.0428 2.3803 0.8063 0.0383
H 3.4210 1.3006 -0.4463 0.0323
H 2.9043 1.1052 1.2294 0.0241
H 3.5350 4.6733 -0.7679 0.0319
H 1.9281 5.2269 -1.2406 0.0224
H 2.6502 3.8322 -2.0409 0.0361
H -0.1650 5.0879 -0.0658 0.0819
H -2.0991 6.2510 -0.9738 0.1041
H -3.8085 5.0432 -2.3105 0.1007
H -3.4941 2.5802 -2.7182 0.1232
C -3.5206 -0.6432 0.3162 -0.2404
Si -1.8428 -1.4518 -0.0690 0.5313
C -2.1336 -2.6271 -1.5304 -0.2478
C -1.4930 -2.5780 1.4252 -0.3142
C -1.1804 -2.0070 2.6636 -0.1249
C -0.9104 -2.7804 3.7822 -0.0999
C -0.9321 -4.1660 3.6865 -0.1068
C -1.2301 -4.7597 2.4697 -0.1004
C -1.5078 -3.9727 1.3578 -0.1080
H -4.2621 -1.4043 0.5740 0.0250
H -3.8936 -0.0870 -0.5469 0.0117
H -3.4541 0.0551 1.1526 0.0159
H -2.9889 -3.2839 -1.3465 0.0277
H -1.2551 -3.2484 -1.7246 0.0118
H -2.3377 -2.0622 -2.4427 0.0193
H -1.1515 -0.9242 2.7605 0.0935
H -0.6806 -2.3056 4.7283 0.0977
H -0.7195 -4.7765 4.5550 0.0961
H -1.2526 -5.8395 2.3859 0.0968
H -1.7442 -4.4630 0.4204 0.0871
```

Properties
* HOMO-LUMO gap: 7.259 eV
* LUMO energy: -0.05 eV
* multiplicity: 1

=====

Maximum force values (in Eh/bohr) by entry order: 0.0780; 0.0138.
Energy above the lowest of the compared OMol25 structures with the same formula, charge and spin values (in kcal/mol) by entry order: 106.8; 8.1.